DFT (the ωB97M-V functional and the def2-TZVPD basis) results for 10 unconnected molecules or ions with the total composition C55H53F39N2O18 at a distorted geometry.

Results
- Spin multiplicity: 1
- Charge: 0
- HOMO-LUMO gap: 6.81 eV
- Total energy: -7485.44557 Eh
- SMILES: FC(F)(F)c1cccc(C(F)(F)c2ccc(C(F)(F)C(F)(F)C(F)(F)F)c3nccnc23)c1.CCOC(=O)C(F)(F)F.CCOC(=O)C(F)(F)F.CCOC(=O)C(F)(F)F.CCOC(=O)C(F)(F)F.CCOC(=O)C(F)(F)F.CCOC(=O)C(F)(F)F.CCOC(=O)C(F)(F)F.CCOC(=O)C(F)(F)F.CCOC(=O)C(F)(F)F

Atoms and positions in Å:
F: 5.41727 -2.36871 4.44078
C: 6.04499 -2.34508 3.09322
F: 7.43270 -1.83092 3.16235
F: 6.04071 -3.76479 2.57612
C: 5.04488 -1.50666 2.09516
C: 4.85417 -2.11062 0.55123
C: 3.84163 -1.37188 -0.50639
C: 3.02686 -0.02426 -0.02594
C: 3.15536 0.65347 1.49766
C: 2.30355 1.96883 1.97962
F: 2.57517 2.12394 3.45795
F: 2.71608 3.24854 1.35920
C: 0.68767 1.64179 1.85976
C: 0.04222 0.79583 3.15034
C: -1.54128 0.37182 3.13072
C: -2.44146 0.83410 1.82798
C: -4.04336 0.35432 1.86434
F: -4.98113 1.41400 1.42732
F: -4.36856 0.09252 3.31634
C: -4.14994 -1.05611 1.03530
F: -3.79237 -0.89143 -0.40418
F: -3.09689 -1.97531 1.60853
C: -5.58176 -1.86035 1.24091
F: -5.74477 -2.41491 2.63274
F: -5.48125 -3.07774 0.35189
F: -6.77272 -1.09644 0.78794
C: -1.83497 1.68117 0.52455
N: -2.80262 1.97860 -0.58608
C: -2.08734 2.74161 -1.66553
C: -0.51120 3.14408 -1.67628
N: 0.43871 2.78689 -0.56874
C: -0.25509 2.06579 0.55212
C: 4.20235 -0.15105 2.51974
H: 5.40015 -3.08616 0.18086
H: 3.70060 -1.84042 -1.57906
H: 2.28463 0.48114 -0.77985
H: 0.70102 0.46414 4.05882
H: -1.93964 -0.25422 4.04549
H: -2.73872 3.08235 -2.60323
H: -0.09313 3.74954 -2.60930
H: 4.38083 0.23329 3.63338
C: 3.10694 5.34316 3.60857
C: 2.22908 6.30931 4.38202
O: 2.56442 6.29323 5.77842
C: 3.67382 7.01319 6.14089
O: 4.36886 7.64605 5.34815
C: 3.88805 6.95005 7.65166
F: 3.77946 5.68324 8.14703
F: 2.97497 7.70190 8.33132
F: 5.11463 7.40190 8.03783
H: 3.04644 4.33768 4.04043
H: 2.80199 5.29696 2.55917
H: 4.15938 5.64220 3.64873
H: 1.18314 5.99418 4.30309
H: 2.29076 7.32651 3.97882
C: 8.87215 -5.98362 3.17762
C: 9.77764 -7.16055 2.86579
O: 9.25844 -7.92263 1.76474
C: 9.49319 -7.41231 0.51376
O: 10.10486 -6.36635 0.30433
C: 8.93206 -8.34033 -0.56151
F: 7.66174 -8.75677 -0.28794
F: 9.67947 -9.47271 -0.70309
F: 8.88178 -7.76209 -1.79476
H: 7.84524 -6.32378 3.35334
H: 9.22422 -5.44737 4.06354
H: 8.83337 -5.27864 2.34086
H: 9.81124 -7.83313 3.72952
H: 10.80652 -6.84016 2.66629
C: -8.88453 2.63843 1.62406
C: -8.75543 2.10704 0.20870
O: -9.47269 2.94159 -0.71418
C: -8.84486 4.10027 -1.09338
O: -7.73539 4.44238 -0.68832
C: -9.69190 4.86580 -2.10767
F: -11.00144 4.96083 -1.73611
F: -9.68870 4.26827 -3.33400
F: -9.26300 6.14409 -2.30718
H: -9.93962 2.75217 1.89795
H: -8.40418 1.96264 2.33746
H: -8.42375 3.62677 1.72170
H: -9.20575 1.11032 0.15135
H: -7.70683 2.00504 -0.09312
C: 2.91794 6.46049 -6.43126
C: 4.16342 5.59883 -6.33846
O: 4.19572 4.88596 -5.09209
C: 3.41407 3.76156 -5.01964
O: 2.71072 3.35557 -5.94295
C: 3.57778 3.07712 -3.66426
F: 3.50691 3.95230 -2.61974
F: 4.78247 2.44744 -3.54953
F: 2.62913 2.12795 -3.42573
H: 2.84729 7.12964 -5.56616
H: 2.92970 7.06222 -7.34458
H: 2.00998 5.84872 -6.43333
H: 5.05177 6.23902 -6.36109
H: 4.24293 4.90684 -7.18457
C: -14.22727 5.69318 -2.35483
C: -13.73122 6.72878 -1.36297
O: -14.72599 7.74186 -1.14678
C: -15.74606 7.41309 -0.29128
O: -15.84163 6.32575 0.27492
C: -16.70283 8.59028 -0.11491
F: -17.04808 9.17122 -1.30037
F: -16.16088 9.58204 0.64906
F: -17.87391 8.24250 0.48957
H: -14.54271 6.17376 -3.28794
H: -13.44330 4.96419 -2.57919
H: -15.09760 5.15461 -1.96610
H: -12.84913 7.23235 -1.77268
H: -13.42957 6.27099 -0.41403
C: 2.80575 -6.09037 -6.15723
C: 1.92789 -5.12423 -5.38378
O: 2.26323 -5.14031 -3.98738
C: 3.37263 -4.42035 -3.62490
O: 4.06767 -3.78749 -4.41764
C: 3.58686 -4.48349 -2.11414
F: 3.47827 -5.75030 -1.61876
F: 2.67378 -3.73163 -1.43448
F: 4.81344 -4.03164 -1.72797
H: 2.74525 -7.09585 -5.72537
H: 2.50080 -6.13658 -7.20663
H: 3.85819 -5.79133 -6.11706
H: 0.88196 -5.43935 -5.46271
H: 1.98957 -4.10703 -5.78698
C: 6.21344 -11.13395 -5.98834
C: 6.15693 -9.75840 -6.62628
O: 5.47343 -9.81189 -7.88828
C: 4.10358 -9.84051 -7.83185
O: 3.46070 -9.82565 -6.78374
C: 3.50578 -9.84840 -9.23715
F: 4.11322 -10.74857 -10.06341
F: 3.61966 -8.63503 -9.85009
F: 2.17859 -10.15841 -9.25267
H: 6.66345 -11.85912 -6.67592
H: 6.79988 -11.10971 -5.06538
H: 5.21085 -11.50361 -5.74996
H: 7.17478 -9.40978 -6.83109
H: 5.69100 -9.02130 -5.96247
C: -16.63995 6.09523 3.84146
C: -15.20322 6.52983 4.06336
O: -14.74967 6.13635 5.36802
C: -14.37287 4.82504 5.50578
O: -14.40884 4.00241 4.59254
C: -13.86974 4.55422 6.92205
F: -14.69247 5.06904 7.88125
F: -12.64043 5.10256 7.14356
F: -13.74893 3.22585 7.20245
H: -17.28564 6.47747 4.64029
H: -17.01172 6.46083 2.87996
H: -16.73231 5.00437 3.85439
H: -15.14280 7.62262 4.02251
H: -14.53612 6.14063 3.28583
C: 15.33349 -3.48007 1.44684
C: 15.67295 -4.91308 1.81229
O: 15.21560 -5.22062 3.13853
C: 13.88032 -5.50603 3.26531
O: 13.08768 -5.50657 2.32523
C: 13.53915 -5.85971 4.71127
F: 14.07588 -4.98341 5.60906
F: 14.00479 -7.09320 5.06144
F: 12.19846 -5.87649 4.95631
H: 15.73166 -2.78682 2.19651
H: 15.74828 -3.22055 0.46860
H: 14.25039 -3.32349 1.41442
H: 16.76072 -5.04062 1.81409
H: 15.26592 -5.62525 1.08552

Cartesian forces, eV/Å:
F 2.6 0.0 -3.9
C -1.2 -0.4 -0.2
F -4.6 -2.1 0.1
F 0.6 4.4 2.0
C -2.3 1.5 -3.4
C -2.1 3.2 0.9
C 0.7 1.7 4.5
C 1.7 -1.3 2.2
C 3.0 -4.0 -1.5
C 0.0 -0.3 0.9
F -0.6 -0.3 -3.8
F -1.2 -3.9 1.7
C -3.0 -1.3 1.6
C -1.8 1.4 -4.0
C 1.5 2.5 -3.9
C 2.3 0.0 1.6
C 1.1 1.7 1.5
F 2.7 -3.6 1.1
F 0.6 0.4 -4.4
C 1.5 -1.3 -0.4
F -1.6 -0.5 4.9
F -3.5 2.9 -1.8
C -1.3 -3.0 -0.9
F 0.4 2.5 -5.1
F -0.6 4.1 3.0
F 4.3 -2.6 2.0
C 0.1 -0.9 1.2
N 6.9 2.5 -0.9
C 0.7 -1.0 2.3
C -0.5 -1.8 3.1
N -6.4 -0.8 -1.1
C 0.1 -0.3 0.4
C 0.0 -1.1 -2.1
H -1.2 2.3 1.2
H 0.3 1.6 2.6
H 1.6 -1.1 1.6
H -1.3 0.9 -2.1
H 0.6 1.5 -2.3
H 1.5 -0.9 2.4
H -0.9 -1.5 2.4
H -0.6 -0.8 -2.8
C 0.3 -0.1 0.2
C -0.1 -0.1 -0.9
O 1.4 1.0 1.2
C -0.2 0.5 -3.4
O -1.4 -1.4 2.4
C 0.6 -0.2 2.6
F 0.0 0.9 -0.8
F 0.5 -0.5 -1.0
F -1.2 -0.4 -0.9
H -0.1 0.2 -0.2
H 0.0 0.0 0.2
H -0.2 0.1 -0.1
H 0.2 0.1 0.4
H 0.2 -0.1 0.3
C -0.3 0.2 -0.3
C 0.3 0.6 0.7
O 0.1 0.0 -2.1
C 1.6 2.3 2.1
O -1.6 -2.7 -0.1
C -1.1 -1.4 -1.8
F 1.1 0.6 0.1
F -0.3 1.1 0.4
F 0.3 -0.2 1.4
H 0.2 0.0 0.1
H 0.0 -0.1 -0.1
H 0.1 -0.1 0.2
H -0.1 -0.1 -0.4
H -0.3 0.0 -0.2
C -0.1 0.4 0.1
C 0.4 -0.5 0.7
O 0.4 1.8 -1.1
C 2.3 -1.5 2.1
O -2.8 -0.4 -1.4
C -1.2 1.5 -1.7
F 1.1 -0.3 0.1
F 0.3 0.2 1.2
F -0.1 -1.4 0.5
H 0.1 -0.2 -0.1
H -0.1 0.0 -0.1
H 0.1 -0.2 0.0
H -0.1 0.3 -0.3
H -0.2 0.2 0.0
C -0.4 -0.1 0.2
C -0.1 0.5 -0.7
O -0.8 -1.8 0.7
C -0.5 1.1 -3.1
O 1.5 0.6 2.6
C 0.3 -1.1 2.5
F 0.0 -0.5 -1.2
F -0.9 0.7 -0.6
F 0.7 1.0 -0.7
H 0.1 0.0 -0.2
H 0.1 -0.1 0.1
H 0.2 0.0 -0.1
H -0.1 -0.3 0.3
H -0.1 0.0 0.3
C -0.4 -0.1 -0.1
C 0.6 -0.7 -0.3
O -1.7 0.2 1.3
C 2.0 -2.7 -0.1
O -0.2 2.8 -1.0
C -1.9 2.0 0.2
F 0.6 -0.8 0.9
F 0.0 -1.1 -0.5
F 1.4 -0.2 -0.5
H 0.2 0.0 0.1
H -0.1 0.2 0.1
H 0.2 0.0 0.0
H -0.4 0.2 0.1
H -0.3 0.1 -0.1
C 0.4 -0.2 0.1
C -0.1 -0.1 -0.9
O 1.4 1.0 1.3
C -0.3 0.4 -3.4
O -1.4 -1.3 2.4
C 0.3 -0.6 2.5
F 0.1 1.1 -0.9
F 0.4 -0.8 -1.0
F -1.0 -0.4 -1.0
H -0.2 0.1 -0.1
H 0.0 0.0 0.2
H -0.2 0.1 -0.1
H 0.2 0.1 0.4
H 0.2 -0.1 0.3
C -0.3 -0.3 -0.1
C 0.4 -0.1 0.7
O -2.0 0.1 -0.6
C 0.9 0.2 3.2
O 1.1 0.0 -2.8
C -1.2 -0.3 -2.4
F -0.3 0.7 1.1
F 0.1 -0.8 0.9
F 1.4 0.3 0.6
H 0.1 0.2 0.1
H -0.1 0.1 -0.1
H 0.1 0.2 0.0
H -0.3 0.0 -0.3
H -0.1 -0.2 -0.2
C -0.2 -0.3 0.2
C -0.4 0.2 -0.8
O 0.9 -1.7 0.8
C -0.9 0.2 -3.3
O 0.3 1.6 2.6
C 0.7 -0.6 2.5
F 0.5 -0.3 -1.2
F -1.0 -0.3 -0.6
F -0.3 1.3 -0.8
H 0.1 0.1 -0.2
H 0.1 0.0 0.1
H 0.1 0.2 -0.1
H 0.1 -0.2 0.4
H -0.1 -0.1 0.3
C -0.3 0.2 0.2
C 0.3 0.3 -0.8
O -1.8 -0.7 0.8
C 0.4 0.6 -3.3
O 1.5 -0.2 2.7
C -0.6 -0.4 2.6
F -0.3 -0.6 -1.1
F -0.2 1.0 -0.8
F 1.2 0.1 -0.8
H 0.1 -0.2 -0.2
H 0.0 -0.1 0.1
H 0.2 -0.1 -0.1
H -0.3 -0.1 0.4
H -0.1 0.1 0.3

Löwdin population analysis, charges in e, atoms 1 to 2:
1. F 0.001
2. C -0.227


DFT (the ωB97M-V functional and the def2-TZVPD basis) results for a molecular structure, C55H53N2OP2PtTe at a distorted geometry.

Results
- Spin multiplicity: 2
- <S²>: 0.763
- Charge: 0
- HOMO-LUMO gap (alpha / beta): 7.38 / 5.77 eV
- Total energy: -3382.43406 Eh

Atoms and positions in Å:
Pt: -1.60648 0.89220 -1.19629
C: -3.32962 3.27833 0.02935
P: -1.66522 2.58695 0.33835
C: -0.57379 3.95638 -0.19099
C: -0.69578 5.19903 0.43506
C: 0.07199 6.27288 0.02175
C: 0.98932 6.11295 -1.01246
C: 1.14167 4.87492 -1.61312
C: 0.35953 3.79973 -1.20324
C: -1.40459 2.64416 2.13614
C: -0.11759 2.50061 2.66013
C: 0.08659 2.50297 4.02990
C: -0.99298 2.65083 4.89355
C: -2.27178 2.80149 4.38360
C: -2.47930 2.79315 3.00771
C: -3.49370 3.19019 -1.44818
C: -4.22633 3.85515 -2.40182
C: -4.06716 3.13170 -3.62494
C: -3.25184 2.05938 -3.35352
C: -2.77728 0.85732 -4.12348
P: -1.04001 0.63978 -3.55903
C: -0.26765 1.83584 -4.69183
C: 0.28347 1.45873 -5.91561
C: 0.75926 2.42456 -6.79030
C: 0.68653 3.77053 -6.45569
C: 0.12072 4.15239 -5.24904
C: -0.35671 3.18901 -4.37086
C: -0.40841 -0.99070 -4.05743
C: 0.97461 -1.16056 -4.13993
C: 1.52541 -2.41812 -4.32837
C: 0.69656 -3.52719 -4.43385
C: -0.67871 -3.36566 -4.36092
C: -1.23209 -2.10626 -4.16844
N: -2.86714 2.13291 -2.03861
H: -3.43555 4.28779 0.43113
H: -4.05527 2.62838 0.52834
H: -1.39165 5.32657 1.25690
H: -0.03923 7.23393 0.50651
H: 1.58531 6.95413 -1.34165
H: 1.86473 4.73865 -2.40708
H: 0.47623 2.82764 -1.66734
H: 0.72792 2.39673 1.99214
H: 1.08550 2.37320 4.42660
H: -0.83178 2.64864 5.96371
H: -3.11410 2.92291 5.05196
H: -3.48416 2.90105 2.62353
H: -4.84316 4.72462 -2.24003
H: -4.53460 3.35236 -4.57087
H: -2.85570 0.99870 -5.20153
H: -3.32803 -0.03813 -3.82414
H: 0.33667 0.41390 -6.19284
H: 1.18312 2.12301 -7.73934
H: 1.06245 4.51938 -7.14086
H: 0.04620 5.19963 -4.98572
H: -0.82899 3.49479 -3.44777
H: 1.63142 -0.30142 -4.05757
H: 2.60027 -2.53166 -4.39201
H: 1.12169 -4.51367 -4.56564
H: -1.32935 -4.22672 -4.44540
H: -2.30512 -2.00591 -4.07839
C: 2.90457 -0.16193 7.62335
C: 2.33969 -0.31505 6.23622
C: 3.14868 -0.24215 5.10999
C: 2.63391 -0.37359 3.82242
C: 3.58422 -0.25672 2.65800
C: 1.25929 -0.59380 3.66084
Te: 0.40985 -0.52333 1.68886
N: -1.20662 -0.80148 -0.04960
C: -1.99402 -1.71156 -0.58765
O: -2.68930 -1.37473 -1.59415
C: -2.06837 -3.11495 -0.07864
C: -2.21658 -4.15226 -0.99248
C: -2.27105 -5.46682 -0.55483
C: -2.20993 -5.75149 0.80326
C: -2.09010 -4.71681 1.71965
C: -2.00861 -3.40365 1.27766
C: 1.52337 -2.14869 0.91963
C: 1.59667 -3.36767 1.59155
C: 0.96588 -3.66121 2.92865
C: 2.33063 -4.40183 1.00242
C: 2.97544 -4.25278 -0.21189
C: 3.74367 -5.38415 -0.84044
C: 2.89091 -3.01622 -0.84652
C: 2.18303 -1.95785 -0.29914
C: 2.17901 -0.63109 -1.01801
C: 0.42623 -0.67372 4.77871
C: -1.06033 -0.92584 4.71083
C: 0.98404 -0.53419 6.04701
H: 3.93634 0.18671 7.59522
H: 2.89039 -1.11138 8.16163
H: 2.32184 0.55050 8.20833
H: 4.21227 -0.06642 5.23201
H: 4.58236 0.00459 3.00569
H: 3.25916 0.51273 1.95242
H: 3.65001 -1.19140 2.09796
H: -2.28953 -3.91064 -2.04399
H: -2.36439 -6.27270 -1.27147
H: -2.26580 -6.77668 1.14671
H: -2.05665 -4.93326 2.77986
H: -1.92285 -2.59045 1.98699
H: 0.08517 -3.05355 3.12639
H: 1.67133 -3.47427 3.74223
H: 0.66686 -4.70742 2.96729
H: 2.38800 -5.35321 1.52104
H: 3.78927 -6.24881 -0.17981
H: 4.76559 -5.08231 -1.07456
H: 3.27521 -5.70035 -1.77429
H: 3.39805 -2.86782 -1.79413
H: 2.75411 -0.70022 -1.94026
H: 2.61788 0.15472 -0.39775
H: 1.15865 -0.31362 -1.27206
H: -1.48555 -0.72968 3.72604
H: -1.58580 -0.29544 5.42837
H: -1.28312 -1.96644 4.96145
H: 0.33073 -0.59169 6.91279

Cartesian forces, eV/Å:
Pt 0.0 0.3 1.3
C -0.1 0.3 0.2
P 0.2 -0.1 -0.3
C 0.0 0.0 0.2
C 0.0 0.0 0.0
C 0.0 0.0 0.0
C 0.0 0.0 0.0
C 0.0 0.0 0.0
C 0.1 -0.1 0.0
C -0.2 -0.3 0.1
C 0.0 0.3 0.0
C 0.0 0.0 0.0
C 0.0 0.0 0.0
C 0.0 0.0 -0.1
C 0.0 -0.1 0.1
C 0.2 0.0 -0.1
C -0.1 0.0 -0.2
C -0.2 0.1 0.2
C 0.1 -0.1 0.1
C -0.1 0.1 0.0
P -0.4 -0.9 0.1
C 0.3 0.1 0.3
C 0.0 0.0 0.0
C 0.0 0.0 0.0
C 0.0 0.0 0.0
C 0.0 0.0 0.0
C 0.0 0.0 -0.1
C 0.1 0.1 -0.1
C 0.0 0.0 0.0
C -0.1 0.0 0.0
C 0.0 0.0 0.0
C 0.0 0.0 0.0
C 0.0 -0.1 -0.1
N -0.4 0.3 -1.0
H 0.0 0.0 -0.1
H 0.0 0.0 0.0
H 0.0 0.0 0.0
H 0.0 0.0 0.0
H 0.0 0.0 0.0
H 0.0 0.0 0.0
H 0.0 0.0 0.0
H 0.0 0.1 0.0
H 0.0 0.0 0.0
H 0.0 0.0 0.0
H 0.0 0.0 0.0
H 0.0 0.0 0.0
H 0.0 0.0 0.0
H 0.0 0.0 0.0
H 0.1 0.0 0.0
H -0.1 0.1 0.0
H 0.0 0.0 0.0
H 0.0 0.0 0.0
H 0.0 0.0 0.0
H 0.0 0.0 0.0
H 0.0 0.0 0.0
H 0.0 0.0 0.0
H 0.0 0.0 0.0
H 0.0 0.0 0.0
H 0.0 0.0 0.0
H 0.0 0.0 0.0
C 0.0 0.0 0.0
C 0.0 0.0 0.0
C 0.0 0.0 0.0
C 0.1 0.0 0.0
C 0.0 0.0 0.0
C 0.0 -0.1 0.2
Te 0.0 -0.2 -0.8
N 0.6 0.1 -0.3
C 0.1 0.1 0.0
O 0.0 -0.3 0.0
C 0.0 0.1 0.0
C 0.0 -0.1 0.0
C 0.0 0.0 0.0
C 0.0 0.0 0.0
C 0.0 0.0 0.0
C -0.1 -0.1 0.0
C -0.2 0.0 0.3
C 0.1 -0.2 0.0
C 0.0 0.1 0.0
C 0.0 0.0 0.0
C 0.0 0.1 0.0
C 0.0 0.0 0.0
C 0.0 0.0 0.0
C 0.1 0.1 -0.2
C -0.2 0.0 0.0
C 0.0 -0.1 0.2
C 0.0 0.0 -0.1
C 0.0 0.0 0.0
H 0.0 0.0 0.0
H 0.0 0.0 0.0
H 0.0 0.0 0.0
H 0.0 0.0 0.0
H 0.0 0.0 0.0
H 0.0 0.0 0.0
H 0.0 0.0 0.0
H 0.0 0.0 0.0
H 0.0 0.0 0.0
H 0.0 0.0 0.0
H 0.0 0.0 0.0
H 0.0 0.0 0.0
H 0.0 0.0 -0.1
H 0.0 0.0 0.0
H 0.0 0.0 0.0
H 0.0 0.0 0.0
H 0.0 0.0 0.0
H 0.0 0.0 0.0
H 0.0 0.0 0.0
H 0.0 0.0 0.0
H 0.0 0.0 0.0
H 0.0 0.0 0.0
H 0.2 -0.1 0.0
H 0.0 0.0 0.0
H 0.0 0.0 0.0
H 0.0 0.0 0.0
H 0.0 0.0 0.0

Löwdin population analysis, charges in e, atoms 1 to 2:
1. Pt 0.894
2. C -0.257